[1]
Here is a structure of composition C38H41ClCsN4O4Sb from OMol25. Energies are from ωB97M-V/def2-TZVPD.

The value obtained for the HOMO-LUMO gap is 6.12 eV. The energy relative to the best compared isomer or geometry (same formula, charge and spin) comes out at 11.1 kcal/mol. Its total charge is -2. The LUMO energy is 0.141 hartree.

Last column: Mulliken charge in e.
Cartesian coordinates (Å):
C  0.697  4.096  2.236  0.65
N  2.396  0.744  -0.236  -0.07
H  4.966  0.892  -4.796  0.37
O  1.105  -1.787  3.905  -0.84
O  -1.087  2.529  2.278  -0.84
C  -1.121  6.083  1.563  -0.42
H  -1.840  6.854  1.302  0.34
H  -4.993  -0.962  -2.297  0.27
C  1.005  -1.058  6.135  -0.83
C  -1.873  -1.785  3.744  -0.62
H  4.397  0.690  -2.408  0.47
N  0.700  -3.186  -1.436  0.04
H  -4.471  -0.568  0.014  0.48
H  1.855  -6.138  -3.646  0.35
C  1.531  -5.309  -3.025  -0.69
C  -2.485  2.388  -3.098  -1.20
C  1.975  0.179  -1.300  0.32
Cl  -2.021  -0.243  8.632  -0.30
C  1.242  0.205  -3.671  -0.32
H  -2.849  -1.031  6.005  0.29
H  2.330  -5.275  2.211  0.47
C  -1.119  -0.692  7.193  0.19
C  2.583  -6.392  0.375  -0.51
H  3.467  3.850  0.513  0.25
H  1.224  -0.600  -1.145  0.03
C  1.750  -5.368  -1.629  1.13
N  2.651  2.593  1.973  -0.39
H  0.059  -2.258  -3.136  0.65
H  -2.211  3.396  -3.428  0.39
C  3.609  0.621  -3.151  -0.37
H  0.499  -2.501  0.701  0.06
H  -4.519  0.307  -3.419  0.16
C  -1.793  2.043  -1.788  -0.52
C  1.521  -4.217  0.547  -0.35
Sb  -2.045  0.033  -1.032  -0.10
C  -4.329  -0.728  -3.132  -1.17
H  1.593  2.686  3.676  0.52
C  -1.765  -1.037  6.042  -0.81
H  0.789  -0.416  8.154  0.37
H  -5.194  1.383  -1.441  0.14
H  0.768  -4.140  -4.643  0.43
C  3.308  1.873  -0.291  -0.94
H  3.078  -7.215  0.878  0.35
H  -2.957  -1.814  4.002  0.18
H  -2.693  -2.022  -2.602  0.56
O  0.041  -0.041  -3.331  -0.38
H  -5.693  1.640  0.231  0.39
H  0.829  0.224  -5.780  0.38
C  2.915  0.590  -5.435  -0.31
H  4.276  1.549  0.106  0.25
H  -0.714  2.138  -1.909  0.33
C  0.235  6.409  1.664  -0.72
H  2.731  -7.304  -1.558  0.33
H  0.584  7.418  1.485  0.36
H  -3.573  2.359  -3.008  0.20
H  -2.620  4.553  1.697  0.38
C  2.773  3.004  0.579  -0.43
C  0.932  -4.214  -3.575  -1.15
H  3.459  2.264  -1.303  0.46
C  1.620  0.341  -5.047  -0.70
O  -1.531  -2.068  2.611  -0.45
C  0.391  -1.443  4.882  -0.20
C  1.122  5.397  1.998  -0.11
C  2.158  -5.294  1.142  -0.90
C  2.302  0.396  -2.718  0.23
H  -4.285  2.479  -0.408  0.16
H  1.813  3.345  0.175  0.28
H  1.161  -3.012  2.212  -0.01
H  -4.632  -1.359  -3.976  0.41
Cs  0.292  0.218  1.936  1.75
C  -2.866  -0.957  -2.776  -0.68
C  3.941  0.724  -4.491  -0.82
H  -2.191  -0.663  -3.580  0.19
C  2.393  -6.453  -0.980  -0.93
C  -1.053  -1.399  4.884  1.87
C  -1.568  4.799  1.785  -0.49
C  -4.822  1.529  -0.425  -0.91
H  3.147  0.673  -6.493  0.33
H  -3.622  0.543  1.064  0.44
H  -2.183  1.694  -3.884  0.25
H  -2.088  2.720  -0.982  0.53
C  1.309  -4.260  -0.880  0.78
H  2.183  5.617  2.086  0.35
H  2.088  -1.068  6.162  0.39
C  -3.927  0.381  0.027  -0.85
C  -0.682  3.728  2.121  0.12
C  0.286  -0.698  7.237  -0.50
N  1.122  -3.112  1.205  0.29
C  1.686  3.066  2.652  -0.96
C  0.528  -3.153  -2.733  -0.15

---

[2]
Here is a cluster of 2 separate species, C5H9NO in total from OMol25. Energies are from ωB97M-V/def2-TZVPD.

The value obtained for the HOMO-LUMO gap is 8.92 eV. The energy relative to the best compared isomer or geometry (same formula, charge and spin) comes out at 90.5 kcal/mol. The LUMO energy is 0.025 hartree. As for the SMILES: CCC=C=N.C=O.

Last column: natural (NBO) charge in e.
Cartesian coordinates (Å):
H  2.916  1.508  0.036  0.38
C  -0.494  -1.203  0.496  -0.42
H  -2.223  -0.023  -0.369  0.21
C  0.966  -1.035  0.140  -0.47
C  -1.329  -0.600  -0.655  -0.64
H  -0.997  1.317  0.978  0.12
O  0.553  1.825  -0.230  -0.54
H  -1.365  2.109  -0.684  0.12
H  1.478  -1.854  -0.344  0.25
N  2.786  0.650  0.563  -0.65
H  -0.715  -2.271  0.572  0.22
C  1.793  -0.024  0.314  0.46
C  -0.620  1.742  0.029  0.29
H  -1.663  -1.368  -1.343  0.22
H  -0.730  -0.784  1.484  0.21
H  -0.603  -0.038  -1.249  0.23

---

[3]
Here is a structure of composition C4H7O4Sr from OMol25. Energies are from ωB97M-V/def2-TZVPD.

The spin multiplicity is 2. The value obtained for the HOMO-LUMO gap (spin up / spin down) is 5.25 / 9.14 eV. The energy relative to the best compared isomer or geometry (same formula, charge and spin) comes out at 0.0 kcal/mol. Its expectation value of S² is 0.75. The LUMO energy (spin up / spin down) is 0.004 / 0.001 hartree.

Last column: natural (NBO) charge in e.
Cartesian coordinates (Å):
O  0.683  0.296  -0.341  -0.87
H  -2.089  -1.988  0.624  0.19
O  2.810  -2.523  -2.774  -0.68
H  -0.088  -4.204  -3.041  0.21
H  1.074  -2.173  -3.749  0.18
H  -0.729  -2.415  -0.426  0.19
Sr  2.532  1.838  0.592  0.99
C  0.658  -0.320  0.758  0.95
H  1.361  -4.686  -1.953  0.20
C  1.539  -2.886  -3.066  0.17
O  1.634  -0.245  1.562  -0.88
H  3.202  -3.131  -2.137  0.48
O  -0.379  -1.043  1.139  -0.51
H  -1.535  -0.781  -0.584  0.20
C  0.936  -4.027  -2.713  -0.56
C  -1.220  -1.584  0.093  -0.26

---

Q: Number 3 is which compound?
A: C4H7O4Sr